No. 1
{"formula": "C27H35N7O2Tc", "method": "wB97M-V/def2-TZVPD", "homo_ev": [-19.777, -19.777], "spin_multiplicity": 2, "charge": 4, "s2": 0.76, "total_energy_ev": -45254.56275, "relative_energy_kj_mol": 0.0, "fmax_ev_per_a": 0.76, "symbols": ["Tc", "C", "C", "N", "C", "C", "N", "C", "C", "N", "C", "C", "N", "C", "C", "C", "C", "C", "C", "C", "N", "H", "H", "H", "H", "H", "H", "H", "H", "H", "H", "H", "H", "H", "H", "H", "H", "H", "H", "H", "H", "H", "H", "H", "O", "C", "C", "C", "C", "N", "C", "C", "C", "C", "C", "C", "O", "C", "C", "N", "H", "H", "H", "H", "H", "H", "H", "H", "H", "H", "H", "H"], "coordinates": [[0.0036, -0.8104, -0.3450], [-1.9644, -0.9137, -4.3297], [-1.6103, -0.8475, -2.8872], [-0.4122, -1.0144, -2.4244], [0.7076, -1.1946, -3.3685], [1.9614, -0.7307, -2.6719], [1.9596, -1.1916, -1.2439], [2.4132, -2.6218, -1.0911], [1.2193, -3.5482, -1.1762], [0.1870, -3.0121, -0.2360], [0.4121, -3.5097, 1.1602], [-0.3016, -2.5872, 2.1589], [-0.9490, -1.5236, 1.3636], [-2.1611, -1.1554, 1.6522], [-2.8636, -1.4545, 2.9266], [-2.8592, -0.5799, 0.4823], [-4.1912, -0.2181, 0.3837], [-4.7276, -0.0139, -0.8841], [-3.9360, -0.2333, -2.0077], [-2.6028, -0.5673, -1.8305], [-2.0778, -0.6875, -0.6017], [-1.5735, -1.8322, -4.7739], [-1.5146, -0.0766, -4.8748], [-3.0370, -0.8884, -4.4942], [0.5572, -0.5899, -4.2630], [0.7501, -2.2329, -3.6984], [2.0133, 0.3580, -2.6565], [2.8538, -1.0978, -3.1791], [2.6545, -0.6094, -0.7774], [2.8963, -2.7037, -0.1191], [3.1726, -2.8511, -1.8390], [1.4981, -4.5684, -0.9061], [0.7900, -3.5914, -2.1723], [-0.7200, -3.3617, -0.5398], [1.4824, -3.5396, 1.3446], [0.0663, -4.5411, 1.2251], [0.3722, -2.1605, 2.8988], [-1.0649, -3.1327, 2.7059], [-2.2301, -1.2124, 3.7817], [-3.1132, -2.5189, 2.9905], [-3.7919, -0.8970, 3.0100], [-4.8125, -0.1331, 1.2652], [-5.7671, 0.2694, -0.9962], [-4.3610, -0.1451, -2.9985], [-0.2787, 5.9644, 0.9210], [-0.7476, 5.5462, -0.3288], [-0.5120, 4.0728, -0.4326], [-0.9003, 3.3377, -1.5568], [-0.6837, 1.9853, -1.5918], [-0.0814, 1.2971, -0.5894], [0.3704, 2.0315, 0.4648], [0.1409, 3.3836, 0.5862], [1.2120, 1.2759, 1.4072], [2.0122, 1.8839, 2.3480], [2.9237, 1.1360, 3.0934], [3.8506, 1.8518, 4.0400], [4.4426, 2.8460, 3.2300], [2.9917, -0.2294, 2.8341], [2.1531, -0.7811, 1.8936], [1.2439, -0.0674, 1.1921], [-0.3623, 6.9209, 1.0095], [-0.2280, 6.0285, -1.1676], [-1.8203, 5.7336, -0.4683], [-1.3690, 3.8219, -2.4047], [-0.9749, 1.4282, -2.4656], [0.4773, 3.9393, 1.4496], [1.9933, 2.9580, 2.4725], [4.5705, 1.1563, 4.4749], [3.2538, 2.2818, 4.8532], [5.0690, 3.3625, 3.7521], [3.7062, -0.8609, 3.3472], [2.2189, -1.8326, 1.6730]], "forces_ev_per_a": [[-0.5, -0.5, -0.1], [0.0, 0.0, 0.0], [0.0, 0.0, 0.1], [0.0, 0.0, -0.2], [-0.1, 0.1, -0.1], [0.1, 0.0, 0.0], [0.2, 0.1, -0.2], [-0.2, 0.1, 0.0], [0.0, 0.1, 0.2], [0.0, 0.0, -0.1], [0.0, 0.1, -0.1], [0.0, 0.1, -0.1], [-0.4, 0.1, 0.6], [0.0, 0.0, -0.1], [0.1, 0.0, 0.0], [0.2, 0.0, 0.2], [0.0, 0.0, 0.0], [0.0, 0.0, -0.1], [-0.1, 0.0, 0.0], [0.1, -0.1, -0.1], [0.1, 0.0, -0.4], [0.0, 0.0, 0.0], [0.0, 0.0, 0.0], [0.0, 0.0, 0.0], [0.0, 0.0, 0.0], [0.0, 0.0, 0.0], [-0.1, 0.0, 0.0], [0.0, 0.0, 0.0], [0.0, -0.1, 0.1], [0.0, 0.0, 0.0], [0.0, 0.0, 0.0], [0.0, 0.0, 0.0], [0.0, 0.0, 0.0], [0.1, -0.1, 0.0], [0.0, 0.0, 0.0], [-0.1, 0.0, 0.1], [0.1, 0.0, 0.0], [0.0, 0.0, 0.0], [0.0, 0.0, 0.0], [0.0, 0.0, 0.0], [0.0, 0.0, 0.0], [0.0, 0.0, 0.0], [0.0, 0.0, 0.0], [0.0, 0.0, 0.0], [0.0, 0.0, -0.1], [0.0, -0.1, 0.1], [0.0, 0.0, 0.0], [0.0, 0.1, 0.0], [0.0, -0.1, 0.1], [0.1, 0.3, 0.0], [0.1, -0.2, 0.0], [0.0, 0.0, 0.0], [-0.2, 0.0, -0.1], [0.1, 0.0, 0.0], [0.0, 0.0, 0.0], [-0.1, 0.0, -0.2], [0.0, 0.0, 0.1], [0.0, 0.0, 0.1], [-0.1, 0.1, 0.0], [0.6, 0.0, 0.1], [0.0, 0.0, 0.0], [0.0, 0.0, 0.0], [0.0, 0.0, 0.0], [0.0, 0.0, 0.0], [0.0, 0.0, 0.0], [0.0, 0.0, 0.0], [0.0, 0.0, 0.0], [0.1, 0.0, 0.0], [0.0, 0.0, 0.1], [0.0, 0.1, 0.0], [0.0, 0.0, 0.0], [0.0, 0.0, 0.0]], "mulliken_spin": [1.0116, -0.0005, -0.0073, 0.0012, 0.0006, 0.0059, 0.0185, -0.0018, 0.0019, -0.0062, 0.0066, -0.0008, -0.0820, 0.0223, 0.0004, 0.0313, 0.0051, 0.0070, -0.0030, 0.0168, -0.0197, -0.0002, -0.0003, 0.0002, 0.0006, -0.0009, 0.0000, 0.0013, -0.0022, -0.0017, -0.0018, -0.0011, 0.0006, 0.0050, 0.0001, -0.0003, -0.0024, -0.0014, 0.0018, 0.0033, -0.0001, 0.0012, -0.0003, 0.0001, 0.0003, -0.0021, 0.0220, 0.0028, 0.0120, -0.0735, 0.0088, -0.0003, 0.0454, 0.0023, 0.0086, 0.0007, 0.0008, 0.0001, 0.0063, -0.0467, 0.0001, 0.0029, 0.0029, 0.0004, -0.0035, 0.0002, 0.0007, 0.0000, 0.0013, 0.0001, 0.0002, -0.0023]}

No. 2
{"formula": "C27H36AlBrCaF6GaN2O13P2S2", "method": "wB97M-V/def2-TZVPD", "homo_ev": -8.104, "charge": 1, "total_energy_ev": -262168.22629, "fmax_ev_per_a": 9.76, "symbols": ["C", "C", "C", "O", "Ga", "C", "C", "O", "C", "O", "P", "C", "C", "P", "O", "O", "H", "H", "H", "H", "H", "H", "H", "H", "H", "H", "H", "H", "H", "H", "H", "H", "H", "H", "H", "H", "C", "O", "N", "C", "C", "H", "H", "H", "H", "H", "H", "H", "Al", "C", "F", "F", "F", "S", "O", "O", "N", "S", "O", "O", "C", "F", "F", "F", "C", "C", "C", "C", "C", "C", "C", "O", "C", "C", "C", "C", "C", "C", "C", "O", "H", "H", "H", "H", "H", "H", "H", "H", "Br", "Ca", "O", "H"], "coordinates": [[-1.3441, 0.3428, -1.7034], [-2.1738, 0.4006, -2.9634], [-2.6143, 1.8160, -3.3304], [-3.9795, 1.9087, -3.3653], [-4.7622, 2.0172, -1.6821], [-6.7579, 2.2910, -1.9612], [-7.3369, 1.1781, -2.7744], [-6.8003, 1.2965, -4.0745], [-6.7560, 0.2106, -4.7543], [-6.5283, -0.8187, -4.3563], [-4.3511, 0.0898, -0.3969], [-4.7111, 0.3005, 1.3592], [-5.2626, -1.2900, -0.9929], [-4.0130, 3.8487, -0.3630], [-2.8954, 4.7084, -1.1728], [-5.2789, 4.8008, -0.0543], [-0.3173, 0.3689, -1.9215], [-1.5782, 1.1904, -1.1085], [-1.5766, -0.5311, -1.1357], [-1.6433, 0.0107, -3.7948], [-3.1142, -0.1363, -2.7911], [-2.1600, 2.4952, -2.6409], [-2.2283, 2.0584, -4.2901], [-7.2794, 2.4118, -1.0450], [-6.8281, 3.2064, -2.4947], [-8.3938, 1.2925, -2.7616], [-7.0911, 0.2651, -2.2993], [-6.9149, 0.3427, -5.7981], [-4.7604, -0.6586, 1.8170], [-3.9641, 0.8553, 1.8623], [-5.6561, 0.7535, 1.5172], [-5.2815, -1.3228, -2.0580], [-4.9573, -2.2117, -0.5815], [-6.4423, -1.1559, -0.6478], [-2.1773, 4.8687, -0.5699], [-5.5872, 5.2558, -0.8355], [-10.5080, -4.7693, -4.7331], [-10.6976, -5.9278, -5.0117], [-9.7001, -3.9454, -5.4140], [-9.5079, -2.5611, -5.0304], [-8.9965, -4.4660, -6.5746], [-10.9958, -4.2823, -3.8708], [-9.8165, -1.9077, -5.8511], [-8.4543, -2.3877, -4.8100], [-10.0978, -2.3249, -4.1487], [-9.7129, -4.8277, -7.3112], [-8.3617, -5.3014, -6.2792], [-8.3863, -3.6839, -7.0156], [-4.0882, -1.7991, -2.7718], [4.0879, 0.4880, 0.1724], [4.4233, 0.7905, -1.0630], [5.1580, 0.0440, 0.8098], [3.6686, 1.5885, 0.7823], [2.7701, -0.7861, 0.1620], [3.3452, -1.9210, -0.4688], [1.6694, -0.1787, -0.5109], [2.6086, -0.9053, 1.7565], [1.5623, -1.9100, 2.3042], [1.8871, -3.3126, 2.2195], [0.1879, -1.5739, 2.1707], [1.9348, -1.6011, 4.0634], [1.7346, -0.3984, 4.4441], [3.2362, -1.9026, 4.3655], [1.1653, -2.4228, 4.8953], [10.4904, 4.0275, 5.8941], [9.1438, 4.1985, 5.5941], [8.4783, 3.2609, 4.8310], [9.1572, 2.1521, 4.3534], [10.5160, 1.9907, 4.6370], [11.1742, 2.9273, 5.4167], [11.2755, 0.8283, 4.0970], [12.4504, 0.6821, 4.3439], [10.5511, -0.1508, 3.2346], [11.2488, -1.2095, 2.6755], [10.5892, -2.1290, 1.8854], [9.2236, -2.0004, 1.6558], [8.5241, -0.9452, 2.2063], [9.1843, -0.0122, 2.9896], [8.4222, 1.1408, 3.5481], [7.2346, 1.2499, 3.3449], [11.0060, 4.7589, 6.4992], [8.6145, 5.0657, 5.9608], [7.4321, 3.3886, 4.6033], [12.2202, 2.7951, 5.6451], [12.3076, -1.3091, 2.8569], [11.1364, -2.9504, 1.4459], [8.7082, -2.7248, 1.0411], [7.4652, -0.8396, 2.0255], [-8.0051, -2.0419, -0.6282], [2.6510, -4.0263, 5.4303], [6.1066, 0.6780, 6.1225], [6.0947, 0.9204, 5.1734]], "forces_ev_per_a": [[-0.9, -0.2, -0.6], [0.5, 1.2, 0.6], [0.7, -0.7, -0.2], [-1.8, 0.1, 1.0], [-1.5, 1.7, -2.0], [1.6, -1.0, 0.2], [0.4, 1.4, 1.3], [-0.9, 2.1, 0.5], [-0.9, 5.3, -4.0], [2.1, -8.7, 3.9], [0.2, 0.5, 0.4], [0.5, -1.1, -0.6], [0.6, 2.1, 1.6], [1.1, -0.7, 2.0], [-0.9, -0.3, -0.6], [0.3, -0.4, -0.4], [1.4, -0.1, -0.1], [-0.1, 0.8, 0.8], [0.2, -0.9, 0.6], [0.2, -1.1, -0.7], [-0.1, 0.2, -0.3], [0.3, 0.7, 0.6], [0.4, 0.3, -1.1], [-0.5, 0.0, 1.0], [-0.1, 1.0, -0.6], [-1.1, -0.2, -0.7], [0.1, -1.2, 0.0], [-0.2, 0.7, -1.3], [0.0, -1.0, 0.5], [0.9, 0.7, 0.2], [-1.2, 0.7, -0.2], [-4.0, 1.5, 1.3], [-0.2, -1.4, 0.6], [-1.3, -0.7, 0.0], [0.7, 0.4, 0.3], [-0.5, 0.6, -0.5], [-0.3, 0.2, 0.4], [-0.1, -0.6, -0.2], [0.3, 0.5, -0.1], [0.1, -0.2, -0.3], [-0.1, -0.1, 0.1], [0.0, 0.0, 0.0], [0.0, 0.1, 0.1], [0.0, 0.1, 0.0], [-0.1, -0.1, 0.0], [0.0, 0.0, -0.1], [0.0, 0.0, -0.1], [0.0, 0.1, 0.0], [4.1, -2.9, -3.7], [0.2, 0.2, 0.6], [0.0, 0.0, -0.6], [0.3, -0.3, 0.2], [-0.3, 0.3, 0.1], [0.8, 0.7, -0.7], [0.3, -0.9, 0.2], [-0.9, 0.3, 0.2], [-0.7, -0.7, -0.1], [0.6, 0.1, -0.1], [0.3, -0.7, 0.4], [-0.8, 0.2, -0.1], [0.5, 1.4, -0.6], [-0.4, 0.9, 0.4], [-0.2, -0.9, 0.4], [-0.1, -0.4, 0.1], [-0.1, 0.1, 0.0], [0.1, 0.1, 0.1], [-0.1, 0.1, 0.0], [0.2, -0.2, -0.1], [-0.2, -0.2, -0.2], [0.1, 0.1, 0.1], [0.0, 0.0, 0.0], [0.3, -0.1, 0.0], [-0.2, 0.2, 0.1], [0.1, -0.1, 0.0], [-0.1, -0.1, -0.1], [0.1, -0.1, 0.0], [-0.1, -0.1, -0.1], [0.2, 0.2, 0.2], [0.1, 0.0, 0.1], [-0.3, 0.0, -0.2], [0.0, 0.0, 0.0], [0.0, 0.0, 0.0], [-0.1, -0.1, 0.0], [0.1, -0.1, -0.1], [0.1, 0.1, 0.1], [0.0, -0.1, 0.0], [0.0, 0.0, 0.0], [-0.1, 0.1, 0.0], [0.2, 0.4, 0.1], [0.6, 0.1, -0.4], [-0.3, -0.2, -0.5], [0.0, -0.1, 0.6]], "mulliken_charge": [-1.3621, 0.3538, -0.4939, -0.4552, 0.0920, -1.0152, -0.4345, -0.2648, -0.1330, -0.2774, 0.3951, -1.2630, -1.5817, 0.3508, -0.4429, -0.4240, 0.5595, 0.3197, 0.3110, 0.7457, -0.6011, 0.3252, 0.3853, 0.6208, 0.5128, 0.5675, -0.0444, 0.5437, 0.4950, 0.4421, 0.4306, 1.2084, 1.0505, -0.0074, 0.3497, 0.3229, 0.1279, -0.5730, 0.1308, -0.9385, -0.9509, 0.2561, 0.3261, 0.3384, 0.2964, 0.3150, 0.3051, 0.3467, -0.2157, 0.6280, -0.2081, -0.1950, -0.2238, 0.9465, -0.6533, -0.5520, -0.2229, 1.1099, -0.7122, -0.6030, 0.6529, -0.1478, -0.3110, -0.3734, -0.4745, -0.5209, -0.5174, 0.2802, 0.2567, -0.6134, 0.5251, -0.6673, 0.3813, -0.6745, -0.4322, -0.6184, -0.7260, 0.1068, 0.5276, -0.6230, 0.4028, 0.3973, 0.4698, 0.4802, 0.4947, 0.3943, 0.4319, 0.7255, -0.3247, 1.3014, -0.7350, 0.2711]}

No. 3
{"formula": "C27H36BBrCl2N4O3S", "method": "wB97M-V/def2-TZVPD", "homo_ev": -7.143, "charge": 0, "total_energy_ev": -147262.50726, "fmax_ev_per_a": 8.18, "smiles": "CC(=O)N(C)c1c(Br)c(N=C(C)C)c(O)c2c1N(CC(C)C)c1c(cc(B(O)N(C)C)cc1[C@@H](Cl)[C@@H](C)Cl)S2", "symbols": ["C", "C", "O", "N", "C", "C", "C", "Br", "C", "N", "C", "C", "C", "C", "O", "C", "C", "N", "C", "C", "C", "C", "C", "C", "C", "C", "B", "O", "N", "C", "C", "C", "C", "C", "Cl", "C", "C", "Cl", "S", "H", "H", "H", "H", "H", "H", "H", "H", "H", "H", "H", "H", "H", "H", "H", "H", "H", "H", "H", "H", "H", "H", "H", "H", "H", "H", "H", "H", "H", "H", "H", "H", "H", "H", "H", "H"], "coordinates": [[-4.0248, -4.5023, 2.1377], [-3.4176, -2.9849, 1.9922], [-4.3041, -1.9881, 1.7227], [-1.9476, -2.6727, 2.1472], [-1.1444, -3.7257, 2.8015], [-1.6035, -1.2552, 2.2955], [-1.9223, -0.7676, 3.8659], [-2.7029, -1.9668, 5.3041], [-1.6822, 0.7471, 4.4200], [-1.9533, 1.1931, 5.8386], [-3.0664, 1.9899, 5.9380], [-2.9591, 3.2379, 7.0464], [-4.4672, 1.8209, 5.0932], [-1.1609, 1.8033, 3.3036], [-0.9861, 3.2082, 3.8076], [-0.9098, 1.3201, 1.7685], [-1.0549, -0.1856, 1.1149], [-0.8161, -0.5738, -0.3352], [-0.7749, -1.9949, -0.6089], [0.5279, -2.6860, 0.0687], [0.3920, -4.3289, -0.2156], [1.9988, -2.2895, -0.5273], [0.0041, 0.3812, -1.1485], [0.3178, 1.9754, -0.7444], [1.2359, 3.0520, -1.5263], [1.9781, 2.6645, -2.9154], [2.9510, 3.7381, -3.6973], [2.3503, 5.0063, -4.1530], [4.4468, 3.5414, -3.9564], [5.2372, 4.8148, -3.7078], [5.0025, 2.5195, -2.9874], [1.6559, 1.1521, -3.4592], [0.6992, 0.0464, -2.6442], [0.5030, -1.3028, -3.4850], [-1.2904, -1.2052, -4.1146], [1.2968, -1.5500, -4.8846], [0.7292, -0.6471, -6.1740], [3.1432, -1.6513, -4.7807], [-0.4451, 2.7937, 0.7469], [-4.0678, -4.8728, 3.2664], [-5.1138, -4.6047, 1.6990], [-3.3462, -5.2167, 1.4723], [-1.1252, -4.6713, 2.0706], [-1.5736, -4.1805, 3.8132], [-0.0253, -3.4224, 3.0526], [-2.4692, 2.7970, 8.0403], [-2.1542, 4.0168, 6.6369], [-3.9857, 3.7694, 7.2304], [-4.4163, 2.5454, 4.1735], [-4.7218, 0.7054, 4.8112], [-5.3388, 2.2330, 5.7930], [-1.7788, 3.7046, 3.4005], [-0.9270, -2.4509, -1.6637], [-1.8349, -2.4101, -0.2231], [0.6625, -2.4440, 1.2308], [0.8314, -4.5104, -1.2841], [1.1433, -4.8687, 0.5398], [-0.7174, -4.6962, -0.0767], [2.2887, -2.8647, -1.5333], [2.7824, -2.7207, 0.2676], [2.2357, -1.1465, -0.5867], [1.4339, 4.1725, -1.1632], [2.8095, 5.2613, -5.0085], [6.3558, 4.6364, -4.0835], [5.2452, 5.1005, -2.5557], [4.8500, 5.7528, -4.2949], [4.6589, 2.8370, -1.9101], [6.1734, 2.5678, -3.0356], [4.6246, 1.4387, -3.2808], [2.1792, 0.9635, -4.4888], [0.7265, -2.3273, -2.9392], [0.9802, -2.6563, -5.2225], [1.6123, -0.3709, -6.9285], [-0.1423, -1.2051, -6.7507], [0.3087, 0.4105, -5.8155]], "forces_ev_per_a": [[0.7, -0.4, -0.5], [-3.6, 4.6, -0.8], [5.6, -5.8, 1.4], [-2.9, 0.0, 0.0], [1.2, -2.7, 0.6], [0.0, 2.8, 1.9], [1.6, 3.9, -1.8], [0.9, 1.2, -2.0], [-0.3, -1.7, -3.4], [-2.8, 2.8, -3.2], [1.8, -1.0, 0.4], [0.7, -1.0, -0.2], [0.2, 0.9, 0.8], [-1.0, -3.5, 0.3], [-2.1, -2.5, -2.8], [-0.4, -1.0, 1.6], [-1.5, 0.4, 4.8], [1.3, 3.8, 0.6], [-1.0, -2.9, 0.9], [0.6, -1.4, -0.1], [1.0, 0.9, 0.9], [1.1, -0.6, 0.6], [2.6, 3.1, -3.0], [1.3, -0.4, -1.9], [0.2, -3.4, -2.2], [-3.4, -3.6, 2.6], [0.3, 1.4, -1.0], [1.6, -2.5, -0.7], [-1.6, 0.9, 2.3], [1.1, 0.8, -0.4], [0.4, -0.5, 0.1], [-1.0, 2.2, 3.4], [1.4, 2.7, 0.4], [0.7, -0.2, -0.2], [1.1, -0.7, 1.0], [-2.1, -1.0, -2.0], [0.6, 1.3, -0.2], [-1.5, 0.4, 0.2], [0.2, -2.7, -0.7], [0.4, 0.9, -2.5], [2.3, 0.8, 0.9], [-1.3, 1.3, 1.7], [0.2, 2.1, 1.6], [0.6, 1.4, -2.0], [-2.6, -0.3, -0.8], [-1.3, 1.0, -2.1], [-1.9, -1.8, 0.7], [2.0, -1.2, -0.3], [-0.2, -1.6, 1.5], [0.9, 2.4, 0.4], [1.9, -0.9, -1.5], [1.8, -1.0, 0.9], [0.8, 2.0, 1.2], [2.7, 0.8, -0.1], [-0.9, -0.5, -2.6], [-1.2, 0.1, 1.9], [-1.9, 1.0, -1.6], [2.3, 0.6, -0.4], [-0.8, 1.5, 2.0], [-1.7, 0.9, -1.7], [-0.7, -2.2, -0.1], [-0.9, -2.9, -0.4], [-0.7, -0.2, 1.7], [-2.4, 0.4, 1.0], [0.1, -0.6, -2.3], [0.5, -2.0, 1.1], [0.8, -1.0, -1.8], [-2.2, -0.3, 0.1], [0.8, 2.3, 0.8], [-1.4, -0.3, 2.3], [-1.0, 2.4, -0.6], [0.8, 2.4, 1.1], [-1.9, -0.9, 1.7], [2.1, 1.1, 1.4], [0.9, -2.5, -0.7]], "mulliken_charge": [-0.9489, 0.5740, -0.6028, 1.1876, -0.9780, -0.3338, -0.3776, -0.1440, 0.0099, -0.5014, 0.5603, -0.8984, -0.8614, -0.0426, -0.5255, -0.1275, 0.5562, 0.2629, -0.9864, 1.3668, -1.2935, -1.1690, 0.6745, -0.0034, -0.9092, -0.2244, 0.5387, -0.5654, -0.2209, -0.8092, -0.6836, -0.7384, 1.0451, 0.0606, -0.1385, -0.3748, -0.8581, -0.1548, -0.3279, 0.2152, 0.3113, 0.2518, 0.2054, 0.2376, 0.2865, 0.2838, 0.2082, 0.3070, 0.2208, 0.2522, 0.3336, 0.3793, 0.2885, -0.0647, 0.0867, 0.3882, 0.2769, 0.2412, 0.2293, 0.3789, 0.2427, 0.1916, 0.3011, 0.2972, 0.2615, 0.2582, 0.2847, 0.2993, 0.1415, 0.1493, -0.0177, 0.3691, 0.2891, 0.3171, 0.2602]}